## a
Density functional theory data (the ωB97M-V functional and the def2-TZVPD basis) for a structure of composition C4H6N2O2.

As for the HOMO energy: -9.474 eV. For the gap between HOMO and LUMO, the calculation gives 0.3248 Ha.

ORCA input file:
```
! RIJCOSX wB97M-V def2-TZVPD def2/J DEFGRID3
* xyz 0 1
C -2.3574 0.7738 0.9770
C -1.1839 1.0152 0.1360
C 1.9050 -0.0603 -0.9128
C 2.2310 -1.5002 -0.5898
H -3.4291 1.5862 0.6007
H -2.7610 -0.5198 0.6412
H -1.9860 1.0325 2.2817
H -1.0081 2.0446 -0.2449
H 2.8156 0.5182 -1.2388
H 0.5246 -1.6084 -0.0159
N -0.2182 0.1907 -0.1592
N 0.8905 0.6421 -0.8019
O 1.2694 -2.1735 0.0758
O 3.3076 -1.9410 -0.7491
*
```

## b
Density functional theory data (the ωB97M-V functional and the def2-TZVPD basis) for a structure of composition C4H6N2O2.

As for the HOMO energy (spin up / spin down): -7.081 / -7.087 eV. For the gap between HOMO and LUMO (spin up / spin down), the calculation gives 0.2610 / 0.2614 Ha.

ORCA input file:
```
! RIJCOSX wB97M-V def2-TZVPD def2/J DEFGRID3
* xyz 0 1
C -0.2811 -0.1063 -1.1430
C -0.7392 -0.7326 0.0860
C 0.8944 0.2649 0.6160
N -2.0857 -1.0711 0.3025
N 0.4101 1.4973 0.8657
C 1.7857 -0.0045 -0.4511
O -0.7172 0.0410 -2.2529
O 0.1213 -1.2159 0.9810
H -2.2030 -2.0518 0.5336
H -2.6796 -0.8814 -0.4940
H 0.8590 1.9725 1.6483
H -0.1486 2.2728 0.5257
H 2.2922 0.8256 -0.9296
H 2.4916 -0.8105 -0.2882
*
```

## c
Density functional theory data (the ωB97M-V functional and the def2-TZVPD basis) for the molecule C4H6N2O2.

As for the HOMO energy: -10.092 eV. Its SMILES is C#CCN(C)[N+](=O)[O-]. For the gap between HOMO and LUMO, the calculation gives 0.3931 Ha.

ORCA input file:
```
! RIJCOSX wB97M-V def2-TZVPD def2/J DEFGRID3
* xyz 0 1
C -2.5687 -0.7612 0.3743
C -1.5130 -1.0011 -0.0968
C -0.3050 -1.0752 -0.7922
N 0.6062 0.1139 -0.0958
C 0.2204 1.4030 0.3955
N 1.8890 -0.1509 0.0725
O 2.7029 0.7403 0.4440
O 2.2359 -1.3515 -0.0848
H -3.5157 -0.3598 0.5668
H -0.5424 -0.7700 -1.8540
H 0.3725 -2.0113 -0.8040
H -0.8128 1.7200 0.0705
H 0.1985 1.3203 1.5007
H 1.0323 2.1834 0.3031
*
```

## d
Density functional theory data (the ωB97M-V functional and the def2-TZVPD basis) for a cluster of 2 separate species, C4H6N2O2 in total.

As for the HOMO energy: -8.076 eV. For the gap between HOMO and LUMO, the calculation gives 0.3022 Ha.

ORCA input file:
```
! RIJCOSX wB97M-V def2-TZVPD def2/J DEFGRID3
* xyz 0 1
C 1.1512 1.4519 -1.5084
C 0.1117 1.2606 0.9002
C -0.6194 -0.7215 0.7493
C -0.0886 -0.3594 -0.4234
H 0.6297 1.2798 -2.6114
H 1.2224 2.5568 -1.0529
H 2.1925 1.0728 -1.3678
H -0.0684 2.2562 1.0788
H -1.8211 -1.4857 1.9211
H -0.0391 -1.9288 -1.6611
N 0.4998 0.9415 -0.3534
N -0.4464 0.3966 1.6343
O -0.7653 -2.0398 1.2457
O 0.0378 -0.8235 -1.6930
*
```

Order from most stable to least stable according to the calculation: a, d, b, c

## a
Density functional theory data (the ωB97M-V functional and the def2-TZVPD basis) for a structure of composition C4H6N2O2.

As for the HOMO energy: -8.437 eV. For the gap between HOMO and LUMO, the calculation gives 0.3124 Ha.

ORCA input file:
```
! RIJCOSX wB97M-V def2-TZVPD def2/J DEFGRID3
* xyz 0 1
C -1.6538 -0.2955 0.2559
C -0.1554 -0.7932 -0.4190
C 1.7103 0.9369 -0.2152
C -0.3892 0.4183 0.4502
H -2.2154 1.1789 -0.9974
H -1.9129 -1.0143 1.1220
H -0.1916 -0.6042 -1.4573
H 1.5264 -1.5966 0.9370
H 2.7024 1.6693 0.0322
H -0.4151 0.2682 1.5080
N 1.1425 -1.3882 -0.2518
N 2.0739 -0.2922 -0.2958
O -2.6373 0.1375 -0.5135
O 0.4153 1.3750 -0.1553
*
```

## b
Density functional theory data (the ωB97M-V functional and the def2-TZVPD basis) for the molecule C4H6N2O2.

As for the HOMO energy: -8.171 eV. Its SMILES is O/N=C1/NC=CCO1. For the gap between HOMO and LUMO, the calculation gives 0.3253 Ha.

ORCA input file:
```
! RIJCOSX wB97M-V def2-TZVPD def2/J DEFGRID3
* xyz 0 1
O -0.4566 -2.4470 1.2076
N -0.5453 -1.1107 1.4964
C -0.2826 -0.3300 0.5441
N -0.3472 1.0425 0.7359
C 0.0785 1.9942 -0.1717
C 0.6371 1.6708 -1.3257
C 0.7121 0.2342 -1.6901
O 0.0455 -0.6398 -0.6905
H 0.1686 -2.5598 0.5191
H -0.3405 1.2949 1.7556
H -0.1029 3.0025 0.1481
H 0.9891 2.4129 -2.0255
H 0.2062 -0.1605 -2.6394
H 1.7451 -0.2324 -1.6609
*
```

## c
Density functional theory data (the ωB97M-V functional and the def2-TZVPD basis) for the molecule C4H6N2O2.

As for the HOMO energy: -6.865 eV. Its SMILES is NC1=C(O)[C@H]2O[C@]12N. For the gap between HOMO and LUMO, the calculation gives 0.2804 Ha.

ORCA input file:
```
! RIJCOSX wB97M-V def2-TZVPD def2/J DEFGRID3
* xyz 0 1
N -0.9095 -1.7892 0.2611
C -0.0972 -0.7885 0.0395
C 1.2317 -0.5168 0.1477
O 2.2618 -1.1752 0.5206
C 1.0572 0.9387 -0.3077
O 0.3731 1.3058 -1.5077
C -0.3995 0.6234 -0.5207
N -1.4748 1.4105 0.0677
H -1.9176 -1.6802 0.2906
H -0.5824 -2.6251 0.7397
H 3.0495 -0.6157 0.4102
H 1.3052 1.7063 0.4149
H -1.5448 2.2817 -0.4551
H -2.3526 0.9243 -0.1007
*
```

Order from most stable to least stable according to the calculation: b, c, a

## a
Density functional theory data (the ωB97M-V functional and the def2-TZVPD basis) for a structure of composition C4H6N2O2.

As for the HOMO energy: -8.229 eV. For the gap between HOMO and LUMO, the calculation gives 0.3260 Ha.

ORCA input file:
```
! RIJCOSX wB97M-V def2-TZVPD def2/J DEFGRID3
* xyz 0 1
C 1.3447 0.1569 0.6523
C -0.0607 -1.3100 0.4804
C -0.5145 -0.3041 -0.3360
C -1.6601 -0.1268 -1.2239
H 2.9742 1.4646 0.4374
H 2.8109 0.5438 1.9553
H -0.7405 -2.0887 0.8396
H -1.5472 0.2176 -2.3598
H -2.3355 -1.0175 -1.4006
H -2.0011 1.4408 -0.1154
N 2.5587 0.6946 0.9261
N 1.0594 -0.9635 1.1316
O -2.4972 0.7787 -0.5382
O 0.6089 0.5135 -0.4488
*
```

## b
Density functional theory data (the ωB97M-V functional and the def2-TZVPD basis) for the molecule C4H6N2O2.

As for the HOMO energy: -9.752 eV. Its SMILES is O=C/C(=N/O)N1CC1. For the gap between HOMO and LUMO, the calculation gives 0.3742 Ha.

ORCA input file:
```
! RIJCOSX wB97M-V def2-TZVPD def2/J DEFGRID3
* xyz 0 1
O -0.1070 2.6732 -0.4752
C 0.1022 1.9007 0.4063
C -0.0356 0.4096 0.2748
N 0.0991 -0.0775 1.4878
O 0.0483 -1.4246 1.5639
N -0.1593 -0.0792 -1.0296
C 0.7098 -1.3571 -1.2639
C -0.7580 -1.4215 -1.2219
H 0.3862 2.2230 1.4916
H 0.3228 -1.5761 2.4722
H 1.1581 -1.7951 -0.3748
H 1.3172 -1.4287 -2.2416
H -1.1245 -1.8849 -0.2881
H -1.2802 -1.6206 -2.1483
*
```

Order from most stable to least stable according to the calculation: a, b

## a
Density functional theory data (the ωB97M-V functional and the def2-TZVPD basis) for a cluster of 3 separate species, C4H6N2O2 in total.

As for the HOMO energy: -8.223 eV. For the gap between HOMO and LUMO, the calculation gives 0.2629 Ha.

ORCA input file:
```
! RIJCOSX wB97M-V def2-TZVPD def2/J DEFGRID3
* xyz 0 1
C -0.4623 -0.3247 0.1400
C 0.1354 1.0530 0.4869
C 2.0079 0.2251 -0.2375
C 1.6663 -1.0481 -0.0004
H -3.1377 0.1498 -1.4045
H -3.7156 -0.7552 1.1776
H -0.5355 1.8951 0.1474
H 0.3082 0.9638 1.4582
H 3.0875 0.2682 -0.3659
H 2.5452 -1.5840 0.4198
N -2.7187 0.4589 0.0482
N -1.6638 -0.4600 -0.4742
O 1.2651 1.3487 -0.2317
O 0.2402 -1.3940 0.1335
*
```

## b
Density functional theory data (the ωB97M-V functional and the def2-TZVPD basis) for the molecule C4H6N2O2.

As for the HOMO energy: -10.142 eV. Its SMILES is O=CN1C[C@@H]1/C=N/O. For the gap between HOMO and LUMO, the calculation gives 0.4068 Ha.

ORCA input file:
```
! RIJCOSX wB97M-V def2-TZVPD def2/J DEFGRID3
* xyz 0 1
O 1.8294 -2.5244 1.0706
C 1.6834 -1.7732 0.1051
N 0.5121 -1.1885 -0.2744
C -0.6657 -1.1873 0.6351
C 0.1179 0.0347 0.3656
C -0.3684 1.1329 -0.5946
N -0.8854 2.1773 -0.0685
O -1.5521 2.9167 -1.0567
H 2.4226 -1.5303 -0.6092
H -0.5039 -1.8283 1.5229
H -1.6322 -1.3447 0.2295
H 0.7719 0.3238 1.0669
H -0.4381 1.0260 -1.6613
H -1.2916 3.7653 -0.7310
*
```

## c
Density functional theory data (the ωB97M-V functional and the def2-TZVPD basis) for a structure of composition C4H6N2O2.

As for the HOMO energy: -9.161 eV. For the gap between HOMO and LUMO, the calculation gives 0.3470 Ha.

ORCA input file:
```
! RIJCOSX wB97M-V def2-TZVPD def2/J DEFGRID3
* xyz 0 1
C -2.3742 -0.3412 0.4516
C 2.0339 -0.7616 0.0347
C 1.8720 0.5374 0.5170
C 0.4287 0.9948 0.0091
H -1.7885 0.6671 1.1302
H -2.7175 -1.4750 0.9121
H -3.5134 0.4553 -0.3335
H 0.5530 -1.6954 -1.1722
H 2.8507 -1.2346 -0.3098
H 2.5519 1.4165 0.4961
N -0.2039 -0.3365 0.2183
N 0.7268 -1.3686 -0.2512
O -1.4122 -0.5240 -0.3974
O -0.2577 1.9271 -0.4233
*
```

## d
Density functional theory data (the ωB97M-V functional and the def2-TZVPD basis) for the molecule C4H6N2O2.

As for the HOMO energy: -9.419 eV. Its SMILES is O=CC(=O)NN1CC1. For the gap between HOMO and LUMO, the calculation gives 0.3407 Ha.

ORCA input file:
```
! RIJCOSX wB97M-V def2-TZVPD def2/J DEFGRID3
* xyz 0 1
O 1.0538 0.8346 -2.6556
C 1.5589 0.1924 -1.7811
C 1.0139 -0.1977 -0.2161
O 1.8069 -0.6577 0.5481
N -0.3852 0.2610 -0.0091
N -1.4138 -0.5034 0.5553
C -2.1877 0.3559 1.4189
C -1.2489 -0.3677 2.0294
H 2.6322 0.0168 -1.8946
H -0.8085 0.2204 -1.1112
H -2.1262 1.2872 1.2342
H -3.2269 -0.0330 1.2046
H -1.1088 -1.2663 2.6418
H -0.4719 0.1596 2.2555
*
```

Order from most stable to least stable according to the calculation: b, d, c, a